Record 1
ORCA calculation (ωB97M-V/def2-TZVPD) on C4H5O2S as an isolated structure.

The value obtained for the highest occupied orbital energy is -4.1 eV. As for the relative energy (zero: lowest compared OMol25 entry of this formula, charge and spin): 47.5 kcal per mole. The HOMO-LUMO gap is 0.276 hartree. Its multiplicity is 1. The strongest force on any atom is 0.12139 hartree/bohr. Its net charge is -1.

Each line ends with the Löwdin charge.
Element x y z (Å)
C 2.814 1.063 -1.354  -0.838
C 1.687 -0.023 -1.375  -0.386
C -0.011 0.557 -0.660  -0.507
C -0.698 -0.166 0.441  -0.142
O 3.780 0.580 -0.777  -0.063
O 2.606 2.177 -1.795  -0.046
S 0.223 -0.045 -2.354  0.741
H 1.810 -0.972 -1.008  0.018
H 0.119 1.552 -0.819  0.015
H -0.270 0.310 1.253  0.041
H -0.510 -1.264 0.223  0.100
H -1.725 0.197 0.315  0.067

Record 2
ORCA calculation (ωB97M-V/def2-TZVPD) on a 2-piece molecular cluster, C3H8S overall.

The value obtained for the highest occupied orbital energy is -8.9 eV. As for the relative energy (zero: lowest compared OMol25 entry of this formula, charge and spin): 44.0 kcal per mole. The HOMO-LUMO gap is 0.363 hartree. Its multiplicity is 1. The strongest force on any atom is 0.04816 hartree/bohr. Its net charge is 0.

Each line ends with the Löwdin charge.
Element x y z (Å)
C 1.910 0.431 -1.067  -0.078
C 1.314 -0.758 -1.137  -0.101
H 1.651 1.041 -1.934  0.050
H 2.909 0.576 -0.677  0.050
H 0.694 -1.112 -1.958  0.052
H 1.714 -1.682 -0.707  0.051
C -1.258 0.553 1.297  -0.488
S -2.497 -0.649 1.897  0.593
H -0.559 0.506 2.124  0.016
H -1.693 1.487 0.959  0.027
H -0.839 0.175 0.355  -0.007
H -3.345 -0.569 0.849  -0.163

Record 3
ORCA calculation (ωB97M-V/def2-TZVPD) on a 2-piece molecular cluster, C3H10NO2 overall.

The value obtained for the highest occupied orbital energy is -14.8 eV. As for the relative energy (zero: lowest compared OMol25 entry of this formula, charge and spin): 30.8 kcal per mole. The HOMO-LUMO gap is 0.424 hartree. Its multiplicity is 1. The strongest force on any atom is 0.04251 hartree/bohr. Its net charge is +1.

Each line ends with the Löwdin charge.
Element x y z (Å)
O -1.969 1.683 0.215  0.120
C -2.047 0.660 0.819  -0.213
C -0.872 -0.295 0.957  -0.096
N 0.327 0.386 0.431  -0.020
C 1.495 -0.557 0.379  0.004
H -2.885 0.211 1.401  0.145
H -0.843 -1.334 0.550  0.158
H -0.681 -0.513 2.033  0.156
H 0.485 1.251 0.965  0.190
H 0.261 0.736 -0.543  0.133
H 2.403 0.012 0.628  0.117
H 1.339 -1.413 1.056  0.110
H 1.627 -0.974 -0.606  0.082
H 0.614 -0.702 -2.911  0.071
H 0.383 0.792 -3.001  0.078
O 0.363 0.057 -2.374  -0.036

Record 4
ORCA calculation (ωB97M-V/def2-TZVPD) on one molecule with the formula C3H3N3O2.

The value obtained for the highest occupied orbital energy is -10.4 eV. As for the relative energy (zero: lowest compared OMol25 entry of this formula, charge and spin): 102.2 kcal per mole. The HOMO-LUMO gap is 0.385 hartree. Its multiplicity is 1. The strongest force on any atom is 0.12534 hartree/bohr. Its net charge is 0.

Each line ends with the Löwdin charge.
Element x y z (Å)
H 2.170 -1.299 0.278  0.093
N 1.783 -0.759 1.177  0.063
C 0.848 0.084 1.035  -0.293
N -0.119 0.234 0.064  0.018
C 0.157 -0.347 -1.234  -0.049
N -0.931 -0.128 -1.907  0.096
O -2.026 0.255 -1.037  0.039
C -1.471 0.793 0.113  -0.450
O -2.002 1.565 0.826  0.177
H 0.464 0.296 2.200  0.186
H 1.128 -0.694 -1.515  0.121

Record 5
ORCA calculation (ωB97M-V/def2-TZVPD) on one molecule with the formula C6H15NOS.

The value obtained for the highest occupied orbital energy is -8.7 eV. As for the relative energy (zero: lowest compared OMol25 entry of this formula, charge and spin): 117.6 kcal per mole. The HOMO-LUMO gap is 0.342 hartree. Its multiplicity is 1. The strongest force on any atom is 0.08781 hartree/bohr. Its net charge is 0.

Each line ends with the Löwdin charge.
Element x y z (Å)
C 1.877 1.210 1.638  -0.243
S 0.693 1.667 0.583  0.803
C 1.731 1.741 -0.896  -0.189
O 0.152 3.004 1.039  -0.420
N -0.763 0.755 -0.261  -0.096
C -0.864 -0.673 -0.120  -0.690
C -2.157 -1.088 -0.875  -0.036
C 0.310 -1.244 -0.907  -0.090
C -0.874 -1.309 1.331  -0.033
H 1.616 0.948 2.639  0.019
H 2.235 0.349 1.209  -0.031
H 2.801 2.074 -0.467  0.119
H 1.698 0.757 -1.366  0.015
H 1.410 2.473 -1.659  0.073
H -1.667 1.177 -0.253  0.061
H -2.878 -0.247 -0.440  0.127
H -2.073 -1.060 -1.968  0.086
H -2.475 -2.049 -0.709  0.041
H 0.464 -0.614 -1.819  0.082
H 0.189 -2.285 -1.173  0.080
H 1.317 -1.045 -0.438  0.079
H -0.090 -0.982 1.976  0.037
H -1.866 -1.093 1.814  0.088
H -0.785 -2.465 1.121  0.118

Record 6
ORCA calculation (ωB97M-V/def2-TZVPD) on C45H52N4P2RuSSi2 as an isolated structure.

The value obtained for the highest occupied orbital energy (spin up / spin down) is -12.7 / -13.6 eV. As for the relative energy (zero: lowest compared OMol25 entry of this formula, charge and spin): 15.0 kcal per mole. The HOMO-LUMO gap (spin up / spin down) is 0.280 / 0.257 hartree. Its multiplicity is 5. The strongest force on any atom is 0.01819 hartree/bohr. Its net charge is +2.

Each line ends with the Mulliken spin population.
Element x y z (Å)
Ru 0.240 -0.846 0.157  2.741
C 0.228 -2.361 -2.893  -0.032
Si -1.523 -2.405 -2.220  0.006
C -2.020 -4.159 -1.847  0.007
C -2.726 -1.648 -3.411  0.010
N -1.468 -1.508 -0.681  0.126
P -2.431 -0.607 0.288  0.037
C -1.207 0.552 0.765  0.766
P -0.606 1.935 -0.170  -0.130
N 0.666 1.240 -0.860  0.172
Si 1.929 2.095 -1.747  0.022
C 3.070 0.765 -2.410  -0.008
C 1.264 3.130 -3.138  0.011
C 2.865 3.216 -0.579  0.017
C -0.281 3.250 1.014  -0.011
C -0.089 2.900 2.354  0.033
C 0.183 3.879 3.299  0.003
C 0.273 5.210 2.911  0.006
C 0.110 5.562 1.578  -0.001
C -0.165 4.588 0.631  0.001
C -1.758 2.544 -1.411  0.044
C -2.620 3.625 -1.208  -0.003
C -3.494 4.013 -2.213  -0.003
C -3.525 3.316 -3.415  0.008
C -2.684 2.229 -3.616  -0.007
C -1.802 1.842 -2.618  0.003
C -2.837 -1.514 1.785  0.018
C -3.181 -0.787 2.926  0.000
C -3.555 -1.454 4.082  0.013
C -3.590 -2.844 4.099  -0.001
C -3.247 -3.567 2.965  0.005
C -2.869 -2.903 1.806  0.020
C -4.021 -0.198 -0.413  -0.005
C -4.800 -1.283 -0.830  0.000
C -6.067 -1.062 -1.338  0.001
C -6.559 0.237 -1.427  0.001
C -5.799 1.309 -0.984  0.002
C -4.529 1.093 -0.465  0.002
H 0.607 -3.369 -3.088  0.000
H 0.932 -1.880 -2.215  0.021
H 0.273 -1.807 -3.835  -0.002
H -1.768 -4.798 -2.700  0.000
H -3.098 -4.245 -1.685  0.000
H -1.508 -4.562 -0.968  -0.003
H -2.386 -1.842 -4.434  0.000
H -2.829 -0.568 -3.283  -0.003
H -3.716 -2.094 -3.303  0.000
H 2.640 -0.231 -2.282  0.007
H 4.042 0.798 -1.905  0.000
H 3.268 0.910 -3.476  -0.001
H 0.830 2.523 -3.936  -0.001
H 2.093 3.704 -3.566  0.000
H 0.505 3.843 -2.802  -0.001
H 2.881 2.830 0.445  -0.006
H 2.412 4.211 -0.546  0.000
H 3.900 3.338 -0.913  0.001
H -0.154 1.860 2.654  0.008
H 0.318 3.606 4.338  0.001
H 0.470 5.976 3.651  0.000
H 0.200 6.598 1.276  0.000
H -0.274 4.872 -0.408  0.000
H -2.618 4.160 -0.267  0.000
H -4.152 4.858 -2.057  0.000
H -4.205 3.624 -4.198  0.000
H -2.710 1.691 -4.556  0.000
H -1.125 1.009 -2.771  -0.001
H -3.153 0.299 2.908  -0.005
H -3.824 -0.894 4.968  0.000
H -3.896 -3.364 4.998  0.000
H -3.290 -4.650 2.987  0.000
H -2.616 -3.459 0.907  0.004
H -4.419 -2.296 -0.744  0.002
H -6.678 -1.897 -1.657  0.000
H -7.548 0.409 -1.832  0.000
H -6.194 2.315 -1.038  0.000
H -3.947 1.927 -0.095  0.004
N 1.985 -0.282 1.097  0.085
S 3.035 -1.131 2.004  0.000
C 3.971 -2.232 0.969  0.017
C 4.641 -1.769 -0.156  -0.005
C 5.309 -2.682 -0.955  0.000
C 5.309 -4.034 -0.619  0.000
C 4.648 -4.480 0.518  0.001
C 3.969 -3.573 1.321  0.001
C 4.244 0.102 2.451  0.007
C 5.586 -0.239 2.566  0.002
C 6.487 0.740 2.957  0.000
C 6.047 2.028 3.235  0.000
C 4.699 2.344 3.141  0.002
C 3.782 1.377 2.755  0.009
H 2.423 0.507 0.631  -0.002
H 4.650 -0.714 -0.398  0.001
H 5.841 -2.337 -1.832  0.000
H 5.838 -4.741 -1.245  0.000
H 4.670 -5.529 0.783  0.000
H 3.463 -3.898 2.225  0.000
H 5.929 -1.243 2.355  0.000
H 7.536 0.492 3.040  0.000
H 6.759 2.786 3.535  0.000
H 4.353 3.342 3.375  0.000
H 2.726 1.612 2.702  -0.010
C 0.141 -5.334 1.506  0.000
C 0.425 -3.969 1.087  0.080
N 0.684 -2.900 0.772  -0.095
H 0.284 -6.016 0.668  0.003
H -0.886 -5.404 1.861  0.003
H 0.814 -5.614 2.315  0.000

Record 7
ORCA calculation (ωB97M-V/def2-TZVPD) on one molecule with the formula C19H28N2O4S.

The value obtained for the highest occupied orbital energy is -9.7 eV. As for the relative energy (zero: lowest compared OMol25 entry of this formula, charge and spin): 24.7 kcal per mole. The HOMO-LUMO gap is 0.364 hartree. Its multiplicity is 1. The strongest force on any atom is 0.01598 hartree/bohr. Its net charge is 0.

Each line ends with the Löwdin charge.
Element x y z (Å)
C -5.431 -1.684 -0.866  -0.057
C -5.761 -0.338 -0.227  -0.330
C -5.861 -0.454 1.296  -0.175
C -6.199 0.892 1.928  -0.199
C -5.155 1.940 1.557  -0.200
C -5.049 2.074 0.040  -0.139
C -4.731 0.732 -0.630  -0.284
N -3.380 0.316 -0.321  0.114
C -2.445 0.097 -1.268  -0.448
O -2.637 0.259 -2.457  0.077
C -1.126 -0.379 -0.734  -0.118
C -0.418 -1.309 -1.489  0.009
C 0.806 -1.778 -1.045  -0.038
C 1.318 -1.298 0.143  -0.280
S 2.919 -1.841 0.722  0.652
O 2.869 -2.068 2.136  -0.287
O 3.401 -2.887 -0.133  -0.285
N 3.775 -0.422 0.499  -0.125
C 4.198 -0.169 -0.861  -0.183
C 4.645 1.292 -1.011  -0.315
C 3.520 2.284 -0.676  -0.126
C 4.252 3.383 0.090  -0.149
C 5.338 2.573 0.793  -0.201
O 5.726 1.575 -0.133  -0.101
C 0.641 -0.357 0.894  -0.050
C -0.588 0.103 0.457  -0.011
H -6.222 -2.403 -0.665  0.078
H -4.499 -2.083 -0.470  0.078
H -5.324 -1.577 -1.942  0.083
H -6.732 -0.001 -0.607  0.147
H -6.632 -1.184 1.549  0.117
H -4.918 -0.827 1.704  0.115
H -6.254 0.789 3.014  0.109
H -7.179 1.220 1.574  0.115
H -5.428 2.905 1.988  0.110
H -4.187 1.658 1.978  0.105
H -5.998 2.440 -0.355  0.120
H -4.274 2.797 -0.222  0.117
H -4.749 0.856 -1.719  0.149
H -3.176 0.092 0.639  0.126
H -0.843 -1.652 -2.420  0.124
H 1.373 -2.512 -1.597  0.117
H 4.538 -0.341 1.156  0.116
H 3.339 -0.356 -1.508  0.124
H 5.014 -0.838 -1.161  0.128
H 5.012 1.433 -2.037  0.151
H 3.017 2.647 -1.569  0.118
H 2.793 1.790 -0.030  0.102
H 3.613 3.918 0.788  0.112
H 4.704 4.095 -0.601  0.115
H 6.228 3.154 1.044  0.122
H 4.940 2.111 1.708  0.117
H 1.086 -0.010 1.813  0.119
H -1.112 0.856 1.029  0.115